No. 1
The following is a quantum chemistry calculation of an isolated molecule of C14H31NSi, from the OMol25 dataset.

Calculated values
Total charge: 0
Total energy in eV: -24387.45763
HOMO-LUMO gap in eV: 8.5287
M in g/mol: 241.50
Energy above the lowest of the compared OMol25 structures with the same formula, charge and spin in kJ/mol: 0.0
LUMO level in eV: 0.96
HOMO level in eV: -7.565
Max |F| in hartree/bohr: 0.0694

XYZ file:
```
47
Properties=species:S:1:pos:R:3:forces:R:3
C 1.6793 -3.3834 0.5217 0.914 -0.298 -0.811
C 0.5097 -2.4590 0.4212 -1.116 0.794 0.356
Si 0.0727 -1.8683 -1.3286 -0.758 0.927 0.957
C -1.7081 -1.0798 -1.4185 2.023 0.474 0.905
C -2.2918 -0.8748 0.0148 -1.303 -0.457 -1.435
C 0.3442 -3.1433 -2.6073 -0.575 0.930 -1.641
C -0.8190 -4.0999 -2.6155 -0.258 -2.119 2.859
C 1.3613 -0.5759 -1.7770 -0.607 -0.218 2.596
C 1.6253 0.5110 -0.6987 0.962 0.874 -1.742
C 0.5712 1.5984 -0.6240 -1.317 -0.327 1.749
N 0.6509 2.4045 0.6037 0.101 0.176 2.378
C 0.3057 1.6917 1.9319 0.142 -0.698 -2.747
C -0.9148 2.2573 2.5614 0.108 1.282 1.490
C -0.8211 3.8150 2.7375 -1.183 -0.737 0.622
C -0.4549 4.5679 1.4756 0.061 -1.227 -2.159
C 0.8175 3.8920 0.7935 -1.237 -1.219 -0.199
H 1.3971 -4.4148 0.3110 -0.036 -0.099 0.054
H 2.0971 -3.3397 1.5351 0.347 -0.103 -0.413
H 2.4122 -3.1120 -0.2834 -0.063 -0.270 1.030
H -0.3024 -2.8230 1.0930 0.315 0.451 -0.646
H 0.8402 -1.4761 0.8043 -0.333 -0.331 0.372
H -1.4562 -0.1541 -1.9776 -0.644 -0.172 0.503
H -2.2608 -1.6855 -2.0855 -1.087 -0.650 -0.444
H -3.3197 -0.4833 0.0592 0.176 0.180 -0.528
H -1.7076 -0.1558 0.5476 0.586 0.038 0.694
H -2.4227 -1.8423 0.5106 0.649 0.212 0.208
H 1.2551 -3.6775 -2.3951 0.530 -0.052 -0.232
H 0.4527 -2.5504 -3.5927 -0.063 -1.128 1.290
H -1.2474 -4.3487 -3.5258 -0.414 -0.482 -2.051
H -1.7072 -3.8770 -1.9901 0.442 0.724 -0.156
H -0.5307 -5.0729 -2.0986 -0.050 0.894 -0.917
H 2.2265 -1.2096 -1.7394 0.850 -0.238 -0.794
H 1.0666 -0.2709 -2.7579 0.407 0.656 -0.734
H 1.9043 0.1085 0.2586 -0.571 -0.486 0.563
H 2.5601 1.0222 -0.9365 0.214 0.160 -0.302
H -0.4200 1.0757 -0.6446 0.453 0.538 -0.025
H 0.5832 2.2302 -1.4919 0.191 0.431 -0.445
H 0.0731 0.6027 1.7046 0.624 1.164 0.116
H 1.1168 1.7181 2.6506 0.585 0.100 -0.087
H -1.7681 1.9511 2.0237 -1.174 -0.004 -1.023
H -1.0612 1.7725 3.5509 0.205 0.424 -0.286
H -1.7858 4.1939 3.1435 0.419 -0.243 -0.372
H -0.1402 3.9830 3.5583 0.681 0.233 0.127
H -1.3435 4.5213 0.7792 0.916 0.084 0.508
H -0.2011 5.6095 1.6185 -0.115 0.319 0.362
H 1.1746 4.3428 -0.1513 -0.602 -0.110 0.347
H 1.5868 4.1091 1.5303 0.606 -0.395 0.102
```
Positions in Å, forces in eV/Å.

Atomic partial charges in e from the Löwdin method, atoms 1 to 5: number 1, C, carries -0.176; number 2, C, carries -0.313; number 3, Si, carries 0.587; number 4, C, carries -0.263; number 5, C, carries -0.146

No. 2
The following is a quantum chemistry calculation of a structure of composition C22H23CrN9O3S, from the OMol25 dataset.

Calculated values
Multiplicity: 5
Total charge: 0
Total energy in eV: -81997.86751
HOMO-LUMO gap (spin up / spin down) in eV: 6.4769 / 7.2684
M in g/mol: 545.55
LUMO level (spin up / spin down) in eV: 0.09 / 0.08
HOMO level (spin up / spin down) in eV: -6.391 / -7.189
Max |F| in hartree/bohr: 0.0244

XYZ file:
```
59
Properties=species:S:1:pos:R:3:forces:R:3
Cr -0.1672 -0.1518 -0.1683 0.093 0.237 -1.228
C -1.1802 3.4170 2.6563 -0.003 -0.070 0.109
O -2.2569 2.5338 2.9435 -0.037 -0.040 -0.235
C -1.9883 1.2326 3.2913 0.031 0.050 0.201
C -2.7617 0.7153 4.3097 0.046 -0.011 0.006
C -2.6269 -0.6099 4.7280 -0.060 -0.017 0.041
C -1.7079 -1.4162 4.0956 0.011 -0.005 -0.070
C -0.9419 -0.9378 3.0241 -0.119 0.094 0.055
C -0.0571 -1.8736 2.3494 0.182 -0.089 -0.019
N 0.3951 -1.6365 1.1799 0.054 -0.609 0.484
N 1.3922 -2.4613 0.6678 -0.015 0.080 -0.050
C 2.0529 -1.7727 -0.2264 0.022 0.022 0.036
O 1.7900 -0.5444 -0.5624 0.168 0.008 0.230
C 3.1930 -2.4415 -0.9060 0.020 -0.005 -0.024
C 4.1698 -1.6730 -1.5301 -0.030 -0.009 -0.019
C 5.2357 -2.2828 -2.1744 0.003 -0.017 0.002
C 5.3238 -3.6676 -2.2111 0.001 0.024 0.002
C 4.3461 -4.4383 -1.5953 -0.001 0.001 -0.002
C 3.2867 -3.8296 -0.9415 0.036 -0.019 0.027
C -1.0461 0.4235 2.5921 0.152 -0.102 -0.196
O -0.3794 0.9029 1.5834 -0.071 0.364 0.487
H -0.7800 3.2563 1.6584 0.004 -0.047 -0.044
H -0.3712 3.2977 3.3808 0.007 -0.013 0.013
H -1.5959 4.4205 2.7411 0.024 -0.011 0.015
H -3.4772 1.3768 4.7827 0.009 0.017 -0.002
H -3.2225 -0.9856 5.5492 -0.002 0.004 0.006
H -1.5736 -2.4457 4.4093 -0.008 -0.006 -0.007
H 0.2467 -2.7924 2.8570 0.077 0.097 0.096
H 4.0821 -0.5953 -1.4989 0.008 0.001 -0.007
H 5.9988 -1.6785 -2.6483 -0.001 0.001 -0.005
H 6.1520 -4.1457 -2.7185 0.002 0.000 0.000
H 4.4117 -5.5184 -1.6270 -0.008 -0.002 0.006
H 2.5217 -4.4158 -0.4515 0.001 0.000 -0.001
C 2.2202 3.7303 -3.3711 -0.011 -0.018 -0.011
C 1.5631 2.4377 -3.6773 0.018 -0.044 -0.019
N 1.4687 1.8934 -4.8453 0.015 -0.014 0.047
N 0.7804 0.7341 -4.6204 0.009 -0.001 -0.018
C 0.4234 0.5421 -3.3406 0.003 0.062 -0.064
S -0.4308 -0.7414 -2.7018 -0.085 0.102 0.062
N 0.9301 1.6582 -2.7301 0.050 0.033 0.028
N 0.8285 1.9008 -1.3620 0.211 -0.099 -0.004
H 2.6856 4.1036 -4.2790 -0.001 0.008 0.001
H 2.9837 3.6118 -2.6016 -0.002 -0.016 0.001
H 1.4923 4.4662 -3.0243 0.013 0.010 0.004
H 0.5968 0.0950 -5.3739 -0.005 0.006 0.010
H 0.7565 2.8964 -1.1937 -0.130 -0.023 -0.011
H 1.6522 1.5145 -0.8973 0.015 0.033 -0.009
N -5.1036 -0.9522 1.7475 -0.002 -0.070 -0.071
C -4.3491 -0.2637 0.8390 -0.039 0.070 0.035
C -3.0040 -0.6202 0.6248 0.109 -0.068 -0.008
N -2.2301 0.0709 -0.1884 -0.833 0.071 0.058
C -2.7956 1.0878 -0.8652 0.035 0.019 -0.014
C -4.1273 1.3815 -0.6960 -0.010 -0.012 0.029
N -4.9125 0.7244 0.1605 0.039 -0.010 -0.007
H -4.6097 -1.4037 2.5007 0.006 0.042 0.038
H -5.9715 -0.5085 1.9992 0.003 0.006 0.017
H -2.5618 -1.4540 1.1531 -0.017 -0.002 -0.001
H -2.1635 1.6470 -1.5395 0.007 -0.016 -0.003
H -4.5865 2.1860 -1.2572 0.004 0.004 0.002
```
Positions in Å, forces in eV/Å.

Atomic partial charges in e from the Löwdin method, atoms 1 to 5: number 1, Cr, carries 0.597; number 2, C, carries -0.077; number 3, O, carries -0.094; number 4, C, carries -0.225; number 5, C, carries -0.018

No. 3
The following is a quantum chemistry calculation of a cluster of 5 separate species, C5H21N2O4S in total, from the OMol25 dataset.

Calculated values
Total charge: -1
Total energy in eV: -27530.13063
HOMO-LUMO gap in eV: 5.9879
M in g/mol: 205.30
Energy above the lowest of the compared OMol25 structures with the same formula, charge and spin in kJ/mol: 314.1
LUMO level in eV: 2.96
HOMO level in eV: -3.024
Max |F| in hartree/bohr: 0.0987

XYZ file:
```
33
Properties=species:S:1:pos:R:3:forces:R:3
C 1.2810 -0.6187 -0.0957 1.149 0.088 1.140
N 0.6293 -0.8060 1.2316 0.183 2.028 -1.491
C -0.8128 -0.4270 1.1983 1.635 -2.301 1.716
C -1.7978 -1.4934 0.7068 0.069 -0.269 0.304
S -1.2346 -3.1335 0.3730 0.707 -1.484 -0.018
C -1.0627 0.0332 2.6785 -0.089 4.177 -2.008
N -0.1629 1.2614 2.9796 -0.071 0.097 -0.844
C 2.8291 -0.3315 0.0696 -1.409 -0.324 0.375
H 1.1601 -1.6064 -0.5359 -0.206 0.302 -1.253
H 0.8651 0.2879 -0.6725 0.102 -1.835 0.840
H 0.8146 -1.7597 1.4811 -0.674 -0.631 0.118
H -0.9041 0.2151 0.3686 0.100 2.199 0.225
H -2.5857 -1.4645 1.4129 -1.149 -0.348 0.890
H -2.2641 -1.2281 -0.2139 -0.376 0.983 -0.719
H -0.9694 -0.7748 3.3950 0.130 -0.043 -0.021
H -2.0227 0.6190 2.7630 0.234 -1.638 -0.048
H 0.3373 1.6629 2.1463 -1.192 -1.021 0.714
H 0.5970 1.0974 3.6003 0.446 -0.728 0.601
H 3.4068 -0.8021 -0.7402 -0.008 1.096 -0.092
H 2.8911 0.7114 0.3616 0.597 0.671 -1.186
H 3.2732 -0.6971 0.9741 -0.251 -1.215 0.700
H -0.3295 -1.8742 -3.1231 -2.393 0.031 0.798
H -1.5738 -2.5273 -2.4822 -0.773 -3.226 2.143
O -1.3158 -1.7615 -2.8956 3.238 2.806 -2.722
H -1.1811 0.7564 -2.9627 0.283 -0.165 -1.854
H -1.3464 -0.2542 -1.7947 -0.017 1.703 -1.005
O -1.3199 0.7316 -2.0460 -0.437 -1.740 2.528
H -0.7772 3.4118 -1.0485 -0.260 -1.471 0.437
H -0.9007 1.8242 -0.8257 -0.465 -1.328 -1.805
O -0.7982 2.6558 -0.4186 0.870 3.567 1.548
H 1.9075 1.4193 -1.7797 0.385 -2.381 0.881
H 1.3906 2.6829 -1.8184 -2.833 2.952 1.926
O 1.9766 2.1897 -2.2872 2.475 -0.552 -2.817
```
Positions in Å, forces in eV/Å.

Atomic partial charges in e from the Löwdin method, atoms 1 to 5: number 1, C, carries -0.260; number 2, N, carries -0.071; number 3, C, carries -0.399; number 4, C, carries -0.741; number 5, S, carries 0.231

No. 4
The following is a quantum chemistry calculation of a cluster of 3 separate species, C4H13NO2 in total, from the OMol25 dataset.

Calculated values
Total charge: 0
Total energy in eV: -9941.83084
HOMO-LUMO gap in eV: 8.4688
M in g/mol: 107.15
Energy above the lowest of the compared OMol25 structures with the same formula, charge and spin in kJ/mol: 228.3
LUMO level in eV: 0.36
HOMO level in eV: -8.106
Max |F| in hartree/bohr: 0.0691

XYZ file:
```
20
Properties=species:S:1:pos:R:3:forces:R:3
C -1.5443 2.1827 -1.4542 -2.745 1.020 1.373
C -0.7773 2.1177 -0.1511 1.679 -0.897 -0.267
C -0.2633 0.6059 -0.1810 -1.518 2.825 1.529
C -1.0619 -0.4039 0.1150 -0.465 -1.230 -1.913
N -0.6248 -1.7681 -0.0201 0.246 1.167 -0.386
H -1.0860 1.7142 -2.2620 0.771 -1.210 -1.245
H -1.7312 3.1937 -1.7954 -0.335 0.435 0.104
H -2.5744 1.6960 -1.1823 1.781 0.756 -1.109
H 0.1687 2.8150 -0.0695 -2.017 -1.201 -0.205
H -1.5508 2.3816 0.6165 1.292 -0.484 -0.068
H 0.7090 0.4690 -0.5847 0.925 -0.234 0.063
H -2.2098 -0.3001 0.0231 1.936 -0.082 1.107
H -1.1212 -2.2296 0.6904 -0.367 -1.446 0.833
H 0.3929 -1.9762 0.0502 -1.205 0.567 0.171
O 2.9512 0.7338 0.9991 -2.341 -1.490 0.435
H 3.0122 -0.2370 1.1215 0.879 0.539 -0.148
H 1.9504 0.7198 1.0971 1.436 0.916 -0.243
O 1.8176 -3.5102 0.9804 -0.077 -2.787 -0.238
H 1.4862 -4.0353 1.8077 1.048 1.079 -2.706
H 2.0569 -4.1689 0.1992 -0.927 1.755 2.914
```
Positions in Å, forces in eV/Å.

Atomic partial charges in e from the Löwdin method, atoms 1 to 5: number 1, C, carries -0.159; number 2, C, carries -0.246; number 3, C, carries -0.164; number 4, C, carries -0.221; number 5, N, carries 0.016